Version one
C4H10NO | ωB97M-V/def2-TZVPD

```
16
Properties=species:S:1:pos:R:3
O -2.3303 0.2908 0.5090
N 0.5422 -0.2143 -0.0355
C -1.4245 1.3224 0.4267
C -0.2917 -1.4664 -0.0970
C 1.9463 -0.2111 -0.4178
C -0.0725 0.9022 0.0062
H 2.1202 -0.3146 -1.4917
H -0.1185 -2.0354 -1.0009
H 2.5009 0.6364 -0.1264
H -1.2742 -1.4076 0.2128
H 2.2904 -1.1582 0.0499
H 0.2745 -2.0924 0.6683
H -1.0521 1.8196 1.3232
H -3.0219 0.6159 1.1419
H 0.6529 1.7978 -0.2437
H -1.8081 2.0759 -0.2736
```

As for the SMILES: C[N+](C)=CCO. As for the gap between HOMO and LUMO: 11.24 eV. As for the charge: +1. The calculation puts the highest occupied orbital energy at -15.48 eV.



Version two
C4H10NO | ωB97M-V/def2-TZVPD

```
16
Properties=species:S:1:pos:R:3
O -0.3427 -0.8701 -2.7948
N -0.0348 0.8952 -0.4142
C 0.2655 2.0731 -0.8374
C 0.0170 0.5059 0.9572
C 0.2975 -1.3504 2.5662
C -0.1653 -0.7882 1.2662
H -0.6777 -1.4370 0.5643
H 0.4521 2.1331 -1.9012
H 0.3242 1.2246 1.7028
H -0.8844 -0.8626 -3.5859
H 1.2884 -1.2018 2.9849
H 0.2841 0.1563 -1.0393
H -0.4023 -1.1676 3.3894
H 0.2002 -1.6457 -2.8399
H 0.2710 -2.4370 2.4067
H 0.2793 2.9029 -0.1453
```

As for the gap between HOMO and LUMO: 9.00 eV. As for the charge: +1. The calculation puts the highest occupied orbital energy at -14.13 eV.



Version three
C4H10NO | ωB97M-V/def2-TZVPD

```
16
Properties=species:S:1:pos:R:3
O -0.6088 -1.6008 0.5764
N -0.6270 0.9105 0.4795
C 1.7207 0.3344 1.2455
C 0.7168 0.4561 0.0166
C -1.0004 -0.4733 -1.6904
C -0.4198 -0.4769 -0.2573
H -1.7149 0.2578 -1.8002
H 1.3805 -0.4135 2.0673
H 2.6466 0.0525 0.8127
H -1.4813 -1.3571 -2.0848
H 0.8850 0.9738 -0.8952
H -1.2957 -2.2394 0.4670
H -0.1144 -0.2495 -2.3065
H 1.7587 1.3343 1.6593
H -0.7209 0.6533 1.4997
H -1.1251 1.8379 0.2105
```

As for the SMILES: C[C@@H]1[NH2+][C@]1(C)O. As for the gap between HOMO and LUMO: 12.57 eV. As for the charge: +1. The calculation puts the highest occupied orbital energy at -15.85 eV.



Which of them is the most stable? Correct choice: version two.



Version one
CH2F2N2O | ωB97M-V/def2-TZVPD

```
8
Properties=species:S:1:pos:R:3
F -1.0863 -1.4145 -0.6391
F -2.2926 0.1013 0.4313
O -0.2591 1.7223 -0.3186
N 1.3161 0.0231 0.0487
N -1.0682 -0.5435 0.5033
C 0.1376 0.6456 -0.0383
H 1.9858 0.1743 -0.6890
H 1.2667 -0.7087 0.7017
```

As for the SMILES: NC(=O)N(F)F. As for the gap between HOMO and LUMO: 10.69 eV. The calculation puts the highest occupied orbital energy at -10.13 eV.



Version two
CH2F2N2O | ωB97M-V/def2-TZVPD

```
8
Properties=species:S:1:pos:R:3
F -2.6198 -0.1676 0.4671
F -1.4657 1.2561 -0.5638
O 0.8077 -2.0668 -0.1920
N 1.3004 0.0849 -0.1837
N 0.4722 -0.8821 -0.0778
C -1.5930 0.6955 0.6009
H 2.3738 0.0833 -0.1018
H 0.7244 0.9967 0.0510
```

As for the gap between HOMO and LUMO: 9.58 eV. The calculation puts the highest occupied orbital energy at -9.47 eV.



Which of them is the most stable? Correct choice: version one.



Version one
C5H5N2 | ωB97M-V/def2-TZVPD

```
12
Properties=species:S:1:pos:R:3
N -0.3807 -2.7831 -1.6603
N -0.6121 0.2635 0.0565
C 0.5422 -1.6892 -1.4485
C -0.4241 0.6180 1.4192
C -0.1973 -0.3514 -0.8757
C -0.6997 -1.9217 -2.5500
C -0.4000 -0.5623 -2.3751
H -0.3193 1.7362 1.6594
H -0.1239 0.2911 -3.1555
H 0.2937 0.1208 1.9701
H -1.3162 0.5700 2.0946
H 1.5516 -1.8501 -1.3759
```

As for the gap between HOMO and LUMO (spin up / spin down): 8.28 / 8.28 eV. As for the charge: +1. The calculation puts the highest occupied orbital energy (spin up / spin down) at -14.80 / -14.80 eV.



Version two
C5H5N2 | ωB97M-V/def2-TZVPD

```
12
Properties=species:S:1:pos:R:3
N -0.1661 0.0987 -0.4893
N -2.4276 -0.1897 -0.2917
C 2.3211 0.0192 0.0957
C -0.2751 0.5299 0.8733
C 0.9288 0.2519 0.3672
C -1.2632 -0.3445 -1.0584
C -2.4511 0.3125 0.7821
H 2.3312 -1.1125 0.1181
H 2.5171 0.3578 -0.9856
H -3.1555 0.3668 1.6529
H 2.9071 0.6305 0.8454
H -1.2666 -0.9207 -1.9096
```

As for the gap between HOMO and LUMO: 8.98 eV. As for the charge: +1. The calculation puts the highest occupied orbital energy at -14.33 eV.



Which of them is the most stable? Correct choice: version two.



Version one
C6H17N2 | ωB97M-V/def2-TZVPD

```
25
Properties=species:S:1:pos:R:3
N -0.0391 -0.2926 -0.8632
N -3.2866 -0.2078 0.7185
C 1.0248 0.2895 -0.0349
C -2.7154 0.6087 -0.0842
C 1.2625 1.7817 -0.5146
C 2.3747 -0.3260 -0.3228
C 0.5055 0.1534 1.3444
C -0.4122 -1.6568 -0.6412
H 0.8072 2.0905 -1.5187
H -3.3652 1.0923 -0.7565
H 1.3314 0.4729 2.0403
H 0.2487 -2.0907 0.1605
H -1.4074 -1.8351 -0.0749
H -1.5905 0.7061 -0.1977
H 0.8295 2.5293 0.0656
H 0.1319 -0.0920 -1.8391
H 2.3764 1.8847 -0.3085
H -0.4342 0.8080 1.4550
H -4.2651 -0.5605 0.6875
H 2.3945 -1.4556 -0.1704
H 3.1137 0.1462 0.3143
H 0.1683 -0.8246 1.6877
H -2.9553 -0.8221 1.4407
H 2.7399 -0.2349 -1.3489
H -0.2863 -2.3156 -1.5413
```

As for the gap between HOMO and LUMO: 7.54 eV. As for the charge: +1. The calculation puts the highest occupied orbital energy at -12.59 eV.



Version two
C6H17N2 | ωB97M-V/def2-TZVPD

```
25
Properties=species:S:1:pos:R:3
N 0.3207 0.5501 -0.1641
N -0.7873 -1.0020 1.8763
C -2.0264 0.7070 -0.6609
C 1.0004 0.2256 -1.4185
C 1.0782 -1.2968 -1.7228
C 0.8146 -0.7569 1.8285
C 1.1119 0.6279 0.9753
C -0.6971 1.5272 -0.3556
H 1.2712 -1.4823 1.1758
H -2.8154 0.6108 0.0393
H -1.6841 -0.2029 -1.0129
H 0.0683 -1.6711 -1.8065
H 2.3337 0.6518 0.8061
H 0.9421 1.3718 1.7065
H 1.8435 0.9480 -1.6121
H -0.6512 2.2408 0.4603
H 1.5435 -1.5519 -2.6343
H -1.2733 -0.3879 1.1503
H -1.0144 -1.8791 1.5705
H 0.5552 0.9113 -2.3133
H -0.7662 2.1533 -1.2951
H 1.1604 -0.7665 2.7721
H -2.6802 1.1621 -1.4932
H 1.4912 -1.7432 -0.7598
H -1.1392 -0.9472 2.8880
```

As for the SMILES: CCN(CC)CC[NH3+]. As for the gap between HOMO and LUMO: 9.35 eV. As for the charge: +1. The calculation puts the highest occupied orbital energy at -12.62 eV.



Which of them is the most stable? Correct choice: version one.



Version one
C6H17N2 | ωB97M-V/def2-TZVPD

```
25
Properties=species:S:1:pos:R:3
N 1.3118 -0.0264 -2.5274
N -2.4687 0.1507 1.7640
C -0.1811 -0.8027 1.4796
C -0.3246 -0.9269 -0.0474
C -0.4029 0.4416 -0.7705
C -1.5286 -0.8798 2.1796
C 2.0118 1.1725 -0.4312
C 0.8850 0.9080 -1.4014
H 2.3940 0.2928 0.0884
H -3.2629 -0.2379 1.2868
H 2.8925 1.6752 -0.8409
H 1.5410 0.5285 -3.3510
H 0.5800 -1.4339 -0.4249
H -1.2347 -1.4744 -0.2511
H 1.6493 1.8429 0.3446
H -0.7580 1.2226 -0.1082
H 0.6601 1.8823 -1.8390
H 2.1800 -0.5029 -2.2675
H 0.6214 -0.7511 -2.7202
H 0.2964 0.1433 1.7286
H 0.4384 -1.5989 1.8985
H -2.7120 0.8177 2.4810
H -1.9705 -1.8721 1.9778
H -1.3895 -0.9285 3.2524
H -1.2282 0.3572 -1.5005
```

As for the SMILES: C[C@@H]([NH3+])CCCCN. As for the gap between HOMO and LUMO: 8.55 eV. As for the charge: +1. The calculation puts the highest occupied orbital energy at -12.02 eV.



Version two
C6H17N2 | ωB97M-V/def2-TZVPD

```
25
Properties=species:S:1:pos:R:3
N 0.2121 -0.1962 -0.2438
N -1.2835 1.9208 0.4365
C 0.3202 -0.5229 -2.6853
C 0.2013 -1.2750 -1.3481
C -0.8843 1.0105 1.6497
C 0.2016 1.6455 2.4672
C -0.3674 -0.3671 1.0926
C 1.1674 -2.3757 -0.9776
H 0.7299 -3.3892 -1.1809
H 1.1574 0.1722 -0.3358
H 1.5082 -2.2637 0.0755
H 0.7964 0.8663 2.9561
H -0.1793 2.4937 3.0060
H -1.3031 -1.0555 1.0480
H -0.6883 -0.2154 -3.2848
H -1.8696 0.7814 2.1792
H -0.8635 -1.7359 -1.2365
H -1.7145 2.9428 0.4606
H -2.0546 1.4001 -0.0600
H 2.1157 -2.4001 -1.5506
H 1.0464 0.3510 -2.6119
H 0.9990 2.0625 1.8208
H 0.3465 -0.7255 1.8055
H 0.8617 -1.1210 -3.3681
H -0.4552 1.9966 -0.1142
```

As for the SMILES: CC(C)NC[C@@H](C)[NH3+]. As for the gap between HOMO and LUMO: 9.43 eV. As for the charge: +1. The calculation puts the highest occupied orbital energy at -12.83 eV.



Version three
C6H17N2 | ωB97M-V/def2-TZVPD

```
25
Properties=species:S:1:pos:R:3
N -2.2463 1.3364 -0.4489
N 0.2061 0.1080 -0.3103
C -0.8713 -0.7618 0.2185
C 1.0824 -0.6812 -1.1926
C -1.9478 1.1729 1.7907
C 2.4036 -1.3478 -0.6707
C -2.0257 0.1791 0.6231
C 3.4511 -0.3535 -0.0653
H -1.4349 0.6307 2.5923
H 4.0319 -0.7209 0.6972
H -2.6105 2.1987 -0.1059
H 1.4330 -0.1578 -2.1141
H 0.7568 0.5309 0.4591
H -2.9693 1.3688 2.1213
H -0.9699 -1.4297 -0.6567
H -0.7020 -1.2356 1.1747
H 0.5564 -1.5643 -1.5466
H -1.1883 1.6235 -0.7919
H 2.0581 -1.8323 0.1829
H -1.2372 2.0743 1.8641
H 4.1621 -0.1541 -0.8505
H 2.9449 0.6270 0.1845
H -2.9874 -0.5084 0.7463
H 2.6817 -1.9534 -1.4752
H -2.7982 1.1451 -1.3906
```

As for the SMILES: CCCNC[C@@H](C)[NH3+]. As for the gap between HOMO and LUMO: 9.98 eV. As for the charge: +1. The calculation puts the highest occupied orbital energy at -13.19 eV.



Which of them is the most stable? Correct choice: version one.



Version one
CH2N2O3 | ωB97M-V/def2-TZVPD

```
8
Properties=species:S:1:pos:R:3
O -2.2043 1.5547 0.9131
O 1.0198 0.8840 0.9023
O -1.1912 0.1526 -0.4217
N -2.1380 0.9173 -0.1084
N 0.5853 0.0339 0.1770
C 1.1246 -0.9588 -0.3481
H 2.2859 -0.9330 -0.3348
H 0.5180 -1.6507 -0.7792
```

As for the gap between HOMO and LUMO (spin up / spin down): 8.77 / 7.91 eV. The calculation puts the highest occupied orbital energy (spin up / spin down) at -9.90 / -9.49 eV.



Version two
CH2N2O3 | ωB97M-V/def2-TZVPD

```
8
Properties=species:S:1:pos:R:3
O -0.5562 -1.9728 -1.9803
O 0.0959 -0.0478 -1.3372
O 0.3034 0.0465 1.5862
N 0.0977 1.0307 -0.5541
N -0.6213 -1.2324 -1.0541
C 0.2032 1.0816 0.7143
H 0.3385 1.9384 1.3409
H 0.1388 -0.8443 1.2843
```

As for the SMILES: O=NO/N=C\O. As for the gap between HOMO and LUMO: 9.72 eV. The calculation puts the highest occupied orbital energy at -10.18 eV.



Version three
CH2N2O3 | ωB97M-V/def2-TZVPD

```
8
Properties=species:S:1:pos:R:3
O 0.3001 0.4319 -1.6558
O -1.0512 -0.5573 1.4075
O 0.6276 0.9579 1.2018
N -0.4074 1.1728 -0.9539
N 0.6401 -0.6869 -1.1872
C -0.3247 0.3739 0.7084
H 1.2559 -1.3200 -1.8324
H -1.0406 -0.3723 2.3117
```

As for the gap between HOMO and LUMO (spin up / spin down): 9.89 / 9.47 eV. The calculation puts the highest occupied orbital energy (spin up / spin down) at -10.06 / -9.86 eV.



Version four
CH2N2O3 | ωB97M-V/def2-TZVPD

```
8
Properties=species:S:1:pos:R:3
O -0.5917 0.5450 0.8767
O 2.0503 -1.0421 -0.0022
O -1.2122 -1.6411 0.2888
N 0.7957 0.7702 0.7967
N -0.2686 -0.8846 0.8920
C 1.0902 -0.5195 0.4771
H -1.7268 -1.1205 -0.3408
H 1.1713 1.5763 1.3043
```

As for the SMILES: O=c1[nH]on1O. As for the gap between HOMO and LUMO: 10.24 eV. The calculation puts the highest occupied orbital energy at -9.56 eV.



Which of them is the most stable? Correct choice: version two.